# 1
Molecular formula: C32H43As2Br2N5O9Ti
Method: DFT, ωB97M-V with the def2-TZVPD basis set

Values from the calculation:
HOMO-LUMO gap (alpha / beta) in Eh: 0.25379 / 0.25381
Total charge: +2
HOMO level (alpha / beta) in eV: -12.846 / -12.845

Last column: Löwdin charge in e.
CARTESIAN COORDINATES (ANGSTROEM)
Ti -1.813 -0.618 1.023  0.969
N 0.453 0.423 -3.184  0.235
C 1.111 1.071 -1.986  -0.310
C 2.571 0.661 -1.899  -0.096
C 3.243 1.320 -0.689  -0.356
N 2.703 0.707 0.538  0.050
C 3.001 2.840 -0.685  -0.101
C 1.524 3.235 -0.840  -0.348
N 0.669 2.893 0.312  0.061
C 0.965 2.572 -2.107  -0.109
H 0.548 -0.590 -3.150  0.171
H 0.878 0.744 -4.050  0.171
H -0.550 0.670 -3.232  0.091
H 0.547 0.699 -1.140  0.100
H 3.090 0.984 -2.809  0.136
H 2.675 -0.429 -1.832  0.125
H 4.318 1.145 -0.783  0.142
H 3.271 0.977 1.334  0.091
H 2.732 -0.309 0.484  -0.002
H 3.562 3.280 -1.517  0.128
H 3.414 3.277 0.227  0.124
H 1.465 4.314 -0.987  0.146
H 0.715 3.610 1.023  0.080
H 1.034 2.057 0.737  0.023
H 1.512 2.918 -2.994  0.138
H -0.080 2.849 -2.234  0.101
Br 2.388 -2.971 1.003  0.862
C 0.657 -3.595 0.619  -0.591
C 0.428 -4.991 0.586  -0.143
C -0.797 -5.496 0.262  -0.620
Br -1.050 -7.354 0.197  0.860
C -1.879 -4.617 -0.024  -0.171
C -3.180 -4.999 -0.423  0.021
C -4.121 -4.041 -0.682  0.015
C -3.804 -2.689 -0.479  -0.064
N -2.609 -2.298 -0.090  0.044
C -1.636 -3.243 0.079  -0.160
C -0.349 -2.712 0.347  -0.385
O -0.221 -1.370 0.288  -0.246
H 1.250 -5.659 0.805  0.107
H -3.412 -6.051 -0.536  0.100
H -5.116 -4.300 -1.021  0.129
H -4.538 -1.921 -0.642  0.066
C -4.005 1.139 -5.341  0.031
O -4.366 1.194 -3.935  -0.015
C -3.396 1.089 -3.056  -0.512
O -2.216 1.043 -3.367  0.021
C -3.858 1.037 -1.643  -0.294
C -5.052 0.542 -1.315  -0.313
As -5.726 0.447 0.530  1.359
C -6.691 -1.265 0.450  -0.258
C -3.980 0.038 1.346  -0.461
C -3.045 1.133 1.320  -0.487
As -2.400 1.603 -0.476  1.306
C -2.638 3.520 -0.650  -0.222
C -2.702 1.885 2.546  -0.571
O -2.969 1.500 3.656  0.123
O -2.035 3.014 2.291  -0.077
C -1.670 3.784 3.452  -0.006
C -4.051 -0.841 2.516  -0.506
O -4.948 -1.299 3.129  0.172
O -2.726 -1.380 2.703  -0.225
C -2.550 -2.415 3.706  0.034
C -5.945 -0.139 -2.317  -0.578
O -5.688 -1.270 -2.644  0.121
O -7.060 0.459 -2.712  0.009
C -7.269 1.863 -2.437  -0.014
H -4.932 1.295 -5.878  0.107
H -3.591 0.161 -5.570  0.107
H -3.286 1.919 -5.568  0.100
H -6.681 -1.721 -0.540  0.024
H -7.717 -1.048 0.730  0.037
H -6.275 -1.947 1.186  0.025
H -3.594 3.772 -0.205  0.050
H -2.636 3.754 -1.713  0.040
H -1.824 4.025 -0.148  0.017
H -1.086 4.620 3.081  0.097
H -1.084 3.180 4.142  0.081
H -2.560 4.139 3.964  0.108
H -1.516 -2.736 3.629  0.100
H -3.228 -3.232 3.493  0.109
H -2.762 -1.993 4.682  0.114
H -8.160 2.135 -2.990  0.106
H -6.423 2.449 -2.789  0.092
H -7.438 2.032 -1.377  0.075
C 1.536 -0.467 5.275  -0.062
C 0.669 0.695 4.783  -0.178
C 0.054 0.430 3.485  -0.087
N -0.423 0.216 2.469  0.194
H 1.947 -0.215 6.250  0.091
H 2.363 -0.659 4.592  0.082
H 0.951 -1.380 5.380  0.083
H 1.248 1.613 4.670  0.132
H -0.154 0.916 5.466  0.135

---

# 2
Molecular formula: C32H43AuBrFN3O3
Method: DFT, ωB97M-V with the def2-TZVPD basis set

Values from the calculation:
HOMO-LUMO gap in Eh: 0.16698
Total charge: +1
HOMO level in eV: -9.915

Last column: Löwdin charge in e.
CARTESIAN COORDINATES (ANGSTROEM)
Au 0.123 0.482 0.483  0.943
N -3.293 -0.684 0.839  0.035
C -4.474 -0.845 -0.037  -0.341
C -4.159 -1.988 -1.002  -0.101
C -3.060 -1.595 -1.990  -0.258
N -1.780 -1.366 -1.217  0.156
C -3.432 -0.335 -2.763  -0.099
C -3.771 0.844 -1.860  -0.371
N -2.544 1.294 -1.211  0.044
C -4.814 0.430 -0.820  -0.102
H -3.290 -1.395 1.563  0.109
H -3.270 0.217 1.300  0.093
H -2.073 -0.902 -0.304  0.059
H -5.357 -1.106 0.552  0.141
H -5.054 -2.249 -1.569  0.132
H -3.865 -2.881 -0.441  0.126
H -2.887 -2.405 -2.698  0.150
H -1.117 -0.742 -1.686  0.082
H -1.309 -2.243 -1.007  0.161
H -4.307 -0.568 -3.373  0.134
H -2.624 -0.064 -3.451  0.130
H -4.211 1.626 -2.488  0.142
H -2.687 2.179 -0.737  0.092
H -1.815 1.444 -1.902  0.067
H -5.751 0.240 -1.350  0.128
H -5.005 1.256 -0.128  0.124
C 0.648 -1.921 4.146  -0.060
C 1.919 -1.430 3.445  -0.362
C 2.037 -2.038 2.044  -0.073
C 2.045 0.086 3.485  -0.159
C 3.226 0.630 3.982  -0.056
C 3.386 1.995 4.154  -0.100
C 2.311 2.825 3.889  -0.054
C 1.106 2.333 3.392  -0.143
C -0.049 3.324 3.260  -0.369
C -0.270 3.839 1.833  -0.073
C -1.359 2.816 3.870  -0.063
C 1.008 0.954 3.087  -0.319
O -0.098 0.449 2.470  -0.328
H 0.627 -3.013 4.163  0.078
H -0.240 -1.559 3.630  0.063
H 0.614 -1.567 5.178  0.087
H 2.771 -1.806 4.018  0.127
H 1.226 -1.696 1.398  0.029
H 1.983 -3.127 2.106  0.082
H 2.990 -1.773 1.576  0.064
H 4.035 -0.038 4.262  0.112
H 4.310 2.397 4.554  0.100
H 2.391 3.885 4.114  0.112
H 0.256 4.192 3.851  0.125
H -0.487 3.017 1.148  0.025
H 0.614 4.373 1.470  0.075
H -1.115 4.532 1.804  0.078
H -1.755 1.977 3.302  0.057
H -2.100 3.620 3.885  0.078
H -1.198 2.485 4.897  0.088
Br 6.003 4.464 -0.719  0.829
C 4.548 3.352 -1.174  -0.646
C 3.862 2.679 -0.217  -0.010
C 2.800 1.741 -0.559  -0.223
C 2.346 1.760 -1.947  -0.029
C 3.075 2.427 -2.890  0.036
C 4.188 3.192 -2.519  0.025
C 1.082 1.047 -2.424  -0.567
O 0.845 1.074 -3.618  0.087
O 0.328 0.473 -1.557  -0.236
H 4.143 2.756 0.829  0.139
H 1.946 1.900 0.123  0.124
H 2.754 2.381 -3.922  0.138
H 4.768 3.696 -3.283  0.129
F 8.528 -0.661 -2.113  0.082
C 7.291 -0.427 -1.657  -0.275
C 6.220 -0.615 -2.508  0.014
C 4.941 -0.388 -2.020  -0.023
C 4.736 0.024 -0.705  -0.236
C 3.342 0.273 -0.192  -0.058
C 5.842 0.205 0.122  -0.025
C 7.127 -0.015 -0.348  0.017
H 6.392 -0.945 -3.524  0.126
H 4.090 -0.547 -2.674  0.124
H 3.287 0.174 0.894  0.099
H 2.647 -0.441 -0.630  0.110
H 5.699 0.510 1.152  0.123
H 7.994 0.118 0.286  0.128

---

# 3
Molecular formula: C32H43BCoN7OS4
Method: DFT, ωB97M-V with the def2-TZVPD basis set

Values from the calculation:
Multiplicity: 2
⟨S²⟩: 0.87
HOMO-LUMO gap (alpha / beta) in Eh: 0.26374 / 0.26790
Total charge: +1
HOMO level (alpha / beta) in eV: -10.140 / -10.241

Last column: Löwdin charge in e.
CARTESIAN COORDINATES (ANGSTROEM)
Co 2.848 2.653 0.604  -0.166
C 1.136 1.085 5.301  -0.065
C 0.361 0.794 4.056  -0.236
C -0.939 0.419 4.087  0.070
C -1.656 0.186 2.878  -0.199
N -1.048 0.237 1.738  0.189
N 0.273 0.566 1.701  0.001
B 0.714 0.316 0.258  -0.730
N 0.592 -1.226 -0.171  0.006
N -0.394 -2.111 -0.279  0.208
C -0.066 -3.271 -0.802  -0.194
C 1.258 -3.549 -1.249  0.084
C 2.265 -2.631 -1.154  -0.205
C 3.676 -2.830 -1.593  -0.019
C 1.851 -1.418 -0.569  -0.459
S 2.678 0.037 -0.111  1.032
C -1.128 -4.354 -0.915  -0.548
C -0.712 -5.526 -0.013  -0.032
C -1.218 -4.823 -2.374  -0.032
C -2.499 -3.846 -0.474  -0.049
N -0.041 1.221 -0.765  0.025
N -0.627 0.517 -1.758  0.187
C -1.435 1.117 -2.579  -0.193
C -1.724 2.499 -2.432  0.079
C -1.122 3.221 -1.454  -0.232
C -1.382 4.680 -1.263  -0.059
C -0.176 2.544 -0.609  -0.539
S 0.716 3.435 0.545  0.773
C -2.134 0.235 -3.605  -0.542
C -2.507 1.023 -4.862  -0.048
C -3.407 -0.289 -2.923  -0.026
C -1.239 -0.943 -3.995  -0.047
C 0.992 0.959 2.769  -0.593
S 2.541 1.643 2.689  0.795
C -3.134 -0.156 2.883  -0.547
C -3.894 0.938 3.646  -0.035
C -3.318 -1.507 3.587  -0.031
C -3.672 -0.243 1.457  -0.053
H 0.532 0.876 6.182  0.086
H 1.450 2.129 5.319  0.084
H 2.046 0.484 5.338  0.085
H -1.443 0.313 5.039  0.127
H 1.467 -4.524 -1.671  0.128
H 3.824 -3.824 -2.007  0.090
H 4.356 -2.693 -0.749  0.097
H 3.946 -2.088 -2.346  0.099
H 0.253 -5.944 -0.302  0.082
H -1.453 -6.323 -0.086  0.094
H -0.651 -5.212 1.030  0.094
H -0.294 -5.285 -2.724  0.081
H -1.462 -3.992 -3.038  0.080
H -2.008 -5.570 -2.463  0.095
H -2.479 -3.477 0.551  0.070
H -3.216 -4.666 -0.529  0.094
H -2.849 -3.043 -1.120  0.070
H -2.421 2.984 -3.101  0.124
H -2.137 5.025 -1.965  0.087
H -0.464 5.253 -1.404  0.087
H -1.720 4.881 -0.245  0.087
H -3.252 1.795 -4.665  0.079
H -2.943 0.341 -5.593  0.093
H -1.632 1.489 -5.318  0.097
H -4.095 0.527 -2.690  0.091
H -3.153 -0.794 -1.992  0.067
H -3.926 -0.989 -3.581  0.094
H -0.331 -0.601 -4.494  0.093
H -1.783 -1.593 -4.683  0.090
H -0.953 -1.525 -3.120  0.053
H -3.570 1.018 4.685  0.080
H -4.959 0.706 3.650  0.093
H -3.759 1.910 3.170  0.094
H -2.965 -1.480 4.619  0.083
H -2.776 -2.295 3.060  0.084
H -4.375 -1.773 3.605  0.093
H -3.580 0.716 0.945  0.084
H -4.727 -0.519 1.487  0.093
H -3.125 -0.982 0.870  0.061
O 4.649 2.119 0.405  -0.298
N 5.597 3.050 0.572  -0.175
C 6.871 2.610 0.656  -0.006
C 7.905 3.494 0.764  -0.042
C 7.620 4.865 0.784  -0.049
C 6.317 5.285 0.705  -0.069
C 5.268 4.358 0.607  -0.618
S 3.605 4.781 0.544  0.735
H 6.975 1.537 0.627  0.142
H 8.916 3.122 0.832  0.113
H 8.419 5.588 0.865  0.116
H 6.057 6.333 0.725  0.114